Entry 1:
This record from OMol25 describes the molecule C3H7FO2. The level of theory is the ωB97M-V functional and the def2-TZVPD basis.

XYZ file:
```
13
Properties=species:S:1:pos:R:3:forces:R:3
C 0.4967 1.0273 -0.8774 1.559 -0.672 -2.002
C 0.0460 -0.2148 -0.2092 0.023 -0.396 0.459
C 0.8884 -0.6288 0.9661 -0.006 0.274 0.148
H -1.2666 1.4383 -1.4916 0.680 0.012 -0.688
H 1.4574 0.7845 -1.3979 -0.505 0.258 0.466
H 0.7148 1.8352 -0.1796 -0.366 0.145 0.123
H -0.1220 -1.0948 -0.9055 0.044 1.185 0.720
H 1.9036 -0.8720 0.6638 0.079 -0.166 0.040
H 0.9083 0.1929 1.7156 0.201 -0.230 -0.528
H -0.5579 -1.3947 1.8869 -0.042 -0.426 0.019
O -0.3902 1.3540 -1.9328 -1.025 0.530 0.948
O 0.2648 -1.7525 1.5295 0.052 -0.278 0.592
F -1.1801 0.1329 0.4063 -0.694 -0.236 -0.296
```
Positions in Å, forces in eV/Å.

Its SMILES is OCC(F)CO. The value obtained for the LUMO energy is 0.9 eV. The value obtained for the HOMO-LUMO gap is 0.41676 Ha. The energy relative to the best compared isomer or geometry (same formula, charge and spin) comes out at 0.7 kJ/mol. The total charge is 0.

---

Entry 2:
This record from OMol25 describes C33H30Cl2N3O6S2Zr as an isolated structure. The level of theory is the ωB97M-V functional and the def2-TZVPD basis.

XYZ file:
```
77
Properties=species:S:1:pos:R:3:forces:R:3
Zr -0.9659 0.8331 0.5908 -1.532 -1.782 1.855
C 2.2886 -7.4023 -1.2784 0.095 -0.050 -0.001
O 1.1207 -6.5981 -1.3381 -0.023 -0.058 0.140
C 0.9549 -5.7977 -2.4074 -0.052 0.126 -0.214
C -0.2426 -5.0737 -2.4465 0.041 -0.052 0.080
C -0.4881 -4.1835 -3.4645 -0.034 0.096 -0.222
C 0.4556 -4.0022 -4.4878 0.282 -0.228 0.676
C 1.5919 -4.8065 -4.4976 -0.121 0.277 -0.040
C 1.8625 -5.6776 -3.4563 0.076 -0.162 0.130
N 0.3459 -3.1021 -5.5704 -0.438 -0.027 -0.352
N -0.2513 -2.0186 -5.5029 0.640 0.194 -0.796
C -0.6858 -1.4030 -4.3214 -0.744 0.127 0.737
C -2.0043 -1.0107 -4.2327 0.404 -0.223 -0.204
C -2.5160 -0.4074 -3.0782 -0.057 0.229 0.508
C -1.7099 -0.1831 -1.9873 -0.029 -0.499 -0.935
O -2.1430 0.3337 -0.8269 -0.521 -0.346 -1.291
C -0.3338 -0.5097 -2.0797 -0.047 -0.160 -0.200
N 0.4289 -0.2416 -0.9771 -0.107 0.040 -0.496
C 1.7302 -0.4448 -1.0549 -0.098 0.117 0.229
C 2.3585 -0.9138 -2.2109 0.025 -0.112 -0.143
C 1.6009 -1.2269 -3.3116 0.154 -0.057 0.196
C 0.2052 -1.0678 -3.2603 -0.091 -0.034 -0.002
H 2.2284 -7.9472 -0.3416 -0.008 -0.019 -0.013
H 3.1944 -6.7911 -1.2818 -0.027 0.023 0.001
H 2.3256 -8.1089 -2.1102 -0.026 0.005 0.008
H -0.9698 -5.2461 -1.6631 -0.019 0.002 -0.024
H -1.4366 -3.6648 -3.5013 0.043 0.049 0.067
H 2.2765 -4.7176 -5.3312 0.014 0.007 0.000
H 2.7664 -6.2696 -3.4772 -0.021 0.025 -0.019
H -2.6595 -1.2196 -5.0679 -0.008 0.031 -0.014
H -3.5563 -0.1132 -3.0286 -0.006 -0.043 0.016
H 2.3080 -0.2022 -0.1707 0.029 0.065 -0.036
H 3.4332 -1.0220 -2.2255 -0.003 0.007 0.018
H 2.0792 -1.5797 -4.2159 -0.051 -0.041 -0.020
Cl -0.4827 1.0424 3.2643 0.260 0.044 1.045
C -1.7289 2.1651 3.7521 -0.475 0.288 -0.018
C -1.4934 3.0076 4.8211 0.213 -0.093 0.037
C -2.4801 3.9092 5.1827 -0.031 -0.001 -0.025
C -3.6569 3.9741 4.4543 -0.076 0.046 0.012
C -3.8687 3.1207 3.3839 0.326 -0.195 -0.009
Cl -5.3273 3.2442 2.4840 -0.182 0.042 0.014
C -2.9139 2.1573 3.0146 -0.032 -0.071 0.234
S -3.2307 0.9663 1.7744 -0.014 0.194 -0.196
H -0.5631 2.9465 5.3703 0.001 0.002 -0.024
H -2.3304 4.5582 6.0339 0.002 0.026 -0.018
H -4.4305 4.6825 4.7169 0.017 0.010 -0.011
C 2.7107 8.0725 2.3127 0.038 0.038 -0.036
C 2.1089 6.7995 1.7983 0.037 -0.078 -0.079
C 1.2307 6.0438 2.5740 -0.042 -0.009 0.033
C 0.6798 4.8711 2.0904 -0.050 -0.029 0.058
C 1.0258 4.4563 0.8124 -0.143 -0.272 -0.087
C 1.8904 5.1864 0.0094 0.009 -0.087 -0.145
C 2.4285 6.3539 0.5134 -0.014 0.018 0.031
S 0.3543 2.9704 0.2009 1.118 1.287 -0.554
O 0.5133 2.7877 -1.2130 0.174 0.592 0.032
O -1.0963 2.8822 0.5946 0.079 1.484 -0.055
O 0.9204 1.7820 0.9334 0.887 0.523 -0.192
H 2.3649 8.3127 3.3156 -0.014 -0.014 0.000
H 2.4614 8.9031 1.6510 -0.019 0.012 0.028
H 3.7989 7.9962 2.3307 -0.004 -0.002 0.031
H 0.9661 6.3810 3.5680 0.007 0.022 -0.009
H -0.0217 4.2967 2.6839 0.021 0.022 0.026
H 2.1144 4.8405 -0.9914 0.039 0.037 0.020
H 3.1049 6.9351 -0.1004 -0.011 0.010 0.001
C -1.5933 -3.3024 1.9751 0.170 0.127 -0.011
C -0.0656 -3.3319 1.8842 -0.133 0.048 -0.047
C 0.2886 -1.8540 1.9546 0.166 -0.179 0.148
O -0.8562 -1.1491 1.3841 0.209 -1.230 0.256
C -1.9224 -2.1096 1.1039 -0.283 -0.430 -0.065
H -1.9156 -3.1284 3.0025 -0.026 0.011 -0.008
H -2.0643 -4.2122 1.6102 0.005 -0.005 -0.019
H 0.2502 -3.7570 0.9301 0.014 -0.019 0.003
H 0.3984 -3.8947 2.6906 0.045 0.011 -0.007
H 1.1782 -1.5944 1.3832 -0.028 0.050 -0.025
H 0.4040 -1.5229 2.9863 -0.045 0.075 -0.015
H -1.8733 -2.3720 0.0441 0.015 0.096 -0.011
H -2.8698 -1.6304 1.3298 0.029 0.072 0.020
```
Positions in Å, forces in eV/Å.

The value obtained for the LUMO energy is -3.2 eV. The value obtained for the HOMO-LUMO gap is 0.25793 Ha. The energy relative to the best compared isomer or geometry (same formula, charge and spin) comes out at 151.5 kJ/mol. The total charge is +1.

---

Entry 3:
This record from OMol25 describes an isolated ion of composition C6H8FN2O2 and charge +1. The level of theory is the ωB97M-V functional and the def2-TZVPD basis.

XYZ file:
```
19
Properties=species:S:1:pos:R:3:forces:R:3
C -0.1158 1.8614 0.7015 0.799 -1.705 -0.518
C 1.2636 0.2240 -0.1600 -4.430 -1.268 0.734
C -0.0456 -0.9952 -0.2926 3.834 0.741 1.857
C -1.3230 -0.6017 0.1928 0.502 0.528 -0.671
C 3.6830 0.0736 -0.2526 -0.207 -2.024 1.328
C -3.4581 0.0182 -0.1681 -2.395 -0.297 -3.199
N 1.0416 1.3584 0.2894 0.741 2.406 0.410
N -1.1732 2.0669 1.1101 -0.501 0.401 0.142
O 2.2710 -0.4371 -0.4272 3.305 -0.561 -0.475
O -2.1822 -0.2294 -0.6454 3.171 -0.994 0.192
F 0.5495 -1.9869 0.4821 -1.075 0.336 0.040
H 0.0403 -1.2843 -1.2762 -0.336 -0.614 -2.380
H -1.4603 -0.6298 1.2544 -0.763 -0.126 0.632
H 3.9381 0.3270 0.7530 -0.945 0.268 1.222
H 3.7858 0.9728 -0.7685 0.420 0.891 -1.687
H 4.3377 -0.8156 -0.3517 -0.593 0.753 -1.232
H -3.8663 -0.9779 -0.0910 -0.809 -0.043 0.266
H -3.8710 0.5290 -1.0786 -0.474 -0.104 1.594
H -3.4153 0.5266 0.7283 -0.244 1.410 1.744
```
Positions in Å, forces in eV/Å.

The value obtained for the LUMO energy (alpha / beta) is -6.1 / -6.1 eV. The value obtained for the HOMO-LUMO gap (alpha / beta) is 0.31101 / 0.31103 Ha. The energy relative to the best compared isomer or geometry (same formula, charge and spin) comes out at 311.2 kJ/mol. The total charge is +1.

---

Entry 4:
This record from OMol25 describes a 6-piece molecular cluster, C48H73N3O10S overall. The level of theory is the ωB97M-V functional and the def2-TZVPD basis.

XYZ file:
```
135
Properties=species:S:1:pos:R:3:forces:R:3
C -3.6404 2.2799 -3.1786 -0.231 0.028 0.649
C -4.8023 1.5131 -2.5468 0.262 -0.097 -0.427
C -4.3041 0.3428 -1.6685 -0.509 0.643 -0.187
C -4.6982 0.4506 -0.1852 0.742 -0.081 0.025
C -3.4843 0.2897 0.7469 -0.166 -0.060 -0.322
C -3.8480 -0.1423 2.1641 -0.328 0.423 -0.236
C -4.2095 1.0374 3.0783 0.656 -0.331 0.440
C -3.0091 1.5492 3.9029 0.222 0.379 -0.535
C -2.7541 3.0657 3.7542 0.269 -0.387 0.377
C -2.1196 3.6636 5.0125 -0.287 -0.446 -0.355
C -0.7741 2.9839 5.3061 0.211 0.475 0.468
C 0.4230 3.9764 5.4686 -0.320 -1.037 -0.557
C 1.3926 3.8103 4.3254 -0.027 0.720 -0.003
C 1.5373 4.8485 3.4081 0.227 -0.591 0.032
C 2.4114 4.7076 2.3368 -0.044 -0.087 -0.031
C 3.1312 3.5395 2.1796 -0.070 0.086 0.035
C 2.9984 2.4792 3.0785 -0.068 0.677 -0.456
C 2.1276 2.6292 4.1524 0.157 -0.247 0.204
S 1.8963 1.3293 5.3416 0.149 0.005 -0.050
C 3.3667 0.3767 5.0671 -0.183 0.338 0.029
C 3.7706 -0.4811 6.1028 0.069 0.035 0.228
N 3.0024 -0.5177 7.2858 0.229 -0.042 -0.229
C 4.8915 -1.2890 5.9338 -0.316 0.263 -0.487
C 5.5932 -1.2204 4.7369 -0.122 0.064 -0.094
C 5.2125 -0.3425 3.7326 -0.007 -0.197 0.228
C 4.0865 0.4678 3.8825 0.306 -0.471 0.070
N 3.7448 1.3117 2.7842 -0.109 -0.320 0.469
N 3.1976 0.6373 1.6553 -0.357 0.185 -0.046
C 1.8738 0.0191 1.8835 0.023 0.238 -0.438
C 0.7713 0.6628 1.0206 -0.281 -0.608 0.259
C 0.1783 -0.3064 -0.0090 -0.101 0.524 0.373
C -0.5188 -1.5076 0.6085 0.406 -0.267 -0.099
H -2.9722 1.5729 -3.6623 0.130 0.036 -0.271
H -3.9718 3.0403 -3.8762 0.020 0.020 -0.225
H -3.0707 2.7836 -2.3966 0.166 0.026 0.008
H -5.4304 2.1928 -1.9755 -0.082 0.065 0.104
H -5.4180 1.1425 -3.3662 -0.193 -0.109 0.022
H -4.7041 -0.5776 -2.0849 0.134 -0.273 0.033
H -3.2212 0.3109 -1.7750 0.147 -0.178 0.126
H -5.4190 -0.3286 0.0515 -0.256 0.072 0.101
H -5.1343 1.4293 -0.0027 -0.377 0.008 0.074
H -2.9541 1.2457 0.7659 0.224 0.032 0.052
H -2.8088 -0.4242 0.2780 -0.060 -0.092 0.095
H -4.7184 -0.7931 2.0944 0.038 -0.307 0.017
H -3.0295 -0.7078 2.6023 0.026 -0.154 0.165
H -4.5791 1.8688 2.4834 -0.358 -0.019 -0.092
H -4.9741 0.7047 3.7747 -0.334 0.212 -0.012
H -2.1155 1.0415 3.5406 0.117 -0.170 0.101
H -3.0902 1.2936 4.9585 -0.209 -0.078 0.096
H -2.0302 3.1953 2.9482 -0.218 0.217 -0.344
H -3.6888 3.5589 3.4987 -0.027 0.241 -0.019
H -1.9986 4.7382 4.9001 0.033 0.168 -0.038
H -2.8250 3.5003 5.8274 0.045 0.114 0.234
H -0.8541 2.3712 6.2005 -0.021 -0.093 0.105
H -0.5313 2.2964 4.5017 -0.038 -0.112 -0.151
H 0.0180 4.9804 5.4472 0.207 0.281 0.264
H 0.9444 3.7662 6.3998 -0.005 0.235 0.214
H 0.9534 5.7473 3.5333 -0.043 0.133 0.026
H 2.5219 5.5021 1.6134 0.005 0.086 -0.054
H 3.7905 3.4151 1.3337 0.088 -0.074 -0.020
H 2.8703 0.4073 7.6743 -0.187 0.016 0.029
H 3.4054 -1.1312 7.9776 0.009 0.007 0.059
H 5.1908 -1.9658 6.7183 0.078 -0.053 0.132
H 6.4579 -1.8475 4.5831 0.099 -0.067 0.026
H 5.7858 -0.2995 2.8181 0.023 0.127 -0.086
H 3.8630 -0.0438 1.3290 0.235 0.034 0.112
H 1.5722 0.0885 2.9253 0.287 -0.082 0.200
H 1.9627 -1.0372 1.6416 -0.089 -0.197 0.016
H -0.0505 0.9521 1.6805 -0.077 0.215 0.056
H 1.1509 1.5647 0.5500 0.115 0.090 -0.059
H -0.5788 0.2405 -0.5723 0.076 0.070 -0.304
H 0.9655 -0.6163 -0.6957 0.009 -0.143 -0.187
H -1.3065 -1.2071 1.2966 -0.006 0.032 -0.016
H -0.9177 -2.1200 -0.1967 -0.247 -0.050 0.199
H 0.1644 -2.1455 1.1680 0.137 -0.029 0.062
O -1.0668 -3.2137 -2.1019 -0.022 -0.165 0.001
C -0.0545 -3.7834 -2.4064 -0.107 0.245 -0.284
O 0.9331 -4.0296 -1.5176 -0.001 -0.022 0.052
C 2.0581 -4.6302 -2.1900 0.123 -0.109 -0.124
C 1.4839 -5.2455 -3.4590 -0.006 0.131 -0.028
C 0.3355 -4.2907 -3.7772 0.293 -0.444 0.354
H 2.7903 -3.8471 -2.4000 -0.027 0.028 -0.001
H 2.5111 -5.3640 -1.5274 -0.069 0.070 0.123
H 2.2135 -5.3481 -4.2578 0.014 -0.005 0.017
H 1.0857 -6.2357 -3.2444 0.015 -0.016 -0.017
H 0.6585 -3.4449 -4.3851 -0.118 0.019 -0.063
H -0.5004 -4.7858 -4.2562 -0.048 0.180 -0.162
O 2.1960 -8.0238 -5.1762 -0.096 0.078 -0.021
C 1.3568 -8.7503 -4.7343 0.266 -0.080 0.071
O 0.1163 -8.3160 -4.3964 -0.027 -0.003 -0.014
C -0.6394 -9.3833 -3.7979 -0.086 -0.121 0.042
C 0.0217 -10.6646 -4.2883 0.114 -0.062 -0.003
C 1.4799 -10.2316 -4.4300 -0.463 -0.097 -0.137
H -0.5849 -9.2772 -2.7121 0.023 -0.005 0.001
H -1.6777 -9.2951 -4.1080 0.025 0.139 -0.036
H -0.1313 -11.5080 -3.6182 -0.004 0.047 0.048
H -0.3775 -10.9349 -5.2667 -0.021 0.007 0.008
H 2.0363 -10.3476 -3.4988 0.076 0.007 -0.029
H 1.9974 -10.7440 -5.2353 0.195 0.070 0.068
O 6.7519 9.6884 3.5937 -0.099 0.070 -0.061
C 5.9355 8.9387 4.0390 0.265 -0.031 0.119
O 4.6467 9.3032 4.2555 -0.035 -0.017 -0.027
C 3.9271 8.2321 4.8895 -0.070 -0.117 0.046
C 4.7078 6.9708 4.5510 0.135 -0.111 0.013
C 6.1389 7.4975 4.4711 -0.448 -0.105 -0.148
H 3.8962 8.4269 5.9640 0.022 0.000 0.004
H 2.9091 8.2153 4.5070 0.017 0.135 -0.047
H 4.5670 6.1712 5.2759 -0.038 0.036 0.023
H 4.3987 6.5943 3.5753 -0.033 -0.018 0.021
H 6.6346 7.4948 5.4429 0.078 0.015 -0.025
H 6.7460 6.9639 3.7459 0.181 0.088 0.073
O -3.0017 3.9691 -6.1098 -0.011 0.024 0.203
C -1.9592 3.3867 -6.1406 -0.047 0.143 -0.310
O -1.1228 3.3023 -5.0762 -0.038 -0.028 -0.107
C 0.0894 2.6278 -5.4565 0.136 -0.090 0.040
C -0.2726 1.8060 -6.6853 -0.045 0.000 -0.124
C -1.3502 2.6719 -7.3331 0.217 -0.386 0.293
H 0.8496 3.3819 -5.6714 -0.009 0.010 -0.014
H 0.4254 2.0162 -4.6224 -0.073 0.089 0.094
H 0.5807 1.5977 -7.3276 0.026 0.052 0.030
H -0.7029 0.8516 -6.3776 0.019 -0.003 0.014
H -0.9283 3.4197 -8.0058 -0.073 0.021 -0.042
H -2.1034 2.0874 -7.8529 -0.089 0.193 -0.104
O -1.4255 -4.3297 -6.4647 -0.100 -0.107 -0.127
C -2.5782 -4.1139 -6.2249 0.142 0.294 0.102
O -3.5740 -4.4338 -7.0864 -0.005 -0.060 0.015
C -4.8357 -3.9622 -6.5835 -0.147 0.039 0.083
C -4.6370 -3.8095 -5.0812 0.069 0.071 0.066
C -3.1583 -3.4373 -4.9949 -0.370 -0.366 -0.052
H -5.0658 -3.0118 -7.0700 0.017 0.011 0.011
H -5.6078 -4.6837 -6.8398 0.086 -0.052 -0.106
H -5.3079 -3.0792 -4.6335 0.004 0.031 -0.052
H -4.8037 -4.7673 -4.5862 -0.020 -0.002 -0.010
H -2.9986 -2.3621 -5.0849 0.083 0.017 0.046
H -2.6811 -3.8000 -4.0891 0.175 0.196 0.012
```
Positions in Å, forces in eV/Å.

Its SMILES is CCCCCCCCCCCCc1cccc2c1Sc1c(N)cccc1N2NCCCC.O=C1CCCO1.O=C1CCCO1.O=C1CCCO1.O=C1CCCO1.O=C1CCCO1. The value obtained for the LUMO energy is 0.4 eV. The value obtained for the HOMO-LUMO gap is 0.29579 Ha. The total charge is 0.